Arrangement P

A single C3H6INOS molecule. Source: the Open Molecules 2025 dataset; level of theory: the ωB97M-V functional and the def2-TZVPD basis.

Computed properties:
LUMO level	-0.80	eV
structure (SMILES)	O=[S@@]1(I)=NCCC1
orbital gap	8.7	eV

Structure (ORCA input):
```
! wB97M-V def2-TZVPD RIJCOSX def2/J DEFGRID3
* xyz 0 1
O -2.61 -2.36 -0.44
H 0.82 -0.86 1.85
S -1.96 -1.15 0.00
H -0.38 0.54 2.12
C -0.70 -0.11 -1.09
H -1.27 0.68 -1.40
H 0.85 1.08 0.04
C 0.40 0.04 -0.11
N -1.11 -1.35 1.24
H -0.41 -0.42 -2.13
I -3.84 0.42 0.00
H 1.19 -0.63 -0.38
C 0.00 -0.34 1.38
*
```

Atom charges from the Mulliken analysis, given in e for atoms 1 to 4: atom 1 (O): -0.61, atom 2 (H): 0.29, atom 3 (S): 0.69, atom 4 (H): 0.25

Arrangement Q

A single C3H6INOS molecule. Source: the Open Molecules 2025 dataset; level of theory: the ωB97M-V functional and the def2-TZVPD basis.

Computed properties:
LUMO level (spin up / spin down)	-1.24 / -1.24	eV
orbital gap (spin up / spin down)	7.9 / 7.9	eV

Structure (ORCA input):
```
! wB97M-V def2-TZVPD RIJCOSX def2/J DEFGRID3
* xyz 0 1
H 1.48 -0.41 0.67
H -1.97 1.08 0.36
O 1.12 0.37 1.14
H -1.73 -0.45 1.32
S -0.18 -1.96 -0.57
C 0.10 0.77 0.35
H -1.00 -0.08 -1.71
I -1.25 -2.52 -2.87
H 1.69 -2.96 -0.14
H 0.29 1.78 0.06
N 1.39 -2.05 -0.51
C -1.34 0.30 0.65
C -0.59 -0.19 -0.64
*
```

Atom charges from the Mulliken analysis, given in e for atoms 1 to 4: atom 1 (H): 0.45, atom 2 (H): 0.26, atom 3 (O): -0.56, atom 4 (H): 0.29

What should be chosen as the least stable of them? Choose arrangement Q.